Formula: C9H10N3
Source: the OMol25 dataset
Level of theory: ωB97M-V/def2-TZVPD

The geometry in XYZ format:
```
22
Properties=species:S:1:pos:R:3:mulliken_charge:R:1
N 2.413 0.062 0.140 0.10
N -0.714 -1.916 0.093 -0.47
N 0.410 1.375 0.539 -0.32
C -1.977 0.634 0.127 0.55
C 3.675 0.137 -0.512 -0.81
C 1.646 -1.141 0.536 -0.52
C -2.025 -1.843 -0.173 -0.44
C -2.702 1.978 -0.076 -1.22
C 0.142 -1.050 0.315 0.37
C -0.611 0.552 0.241 0.28
C 1.589 1.087 0.261 0.40
C -2.678 -0.665 -0.034 -0.32
H 2.063 -1.395 1.593 0.28
H 3.717 0.980 -1.297 0.30
H 4.416 0.483 0.162 0.37
H 3.938 -0.821 -0.834 0.35
H 1.812 -2.045 -0.137 0.36
H -2.069 2.919 0.119 0.33
H -3.427 2.119 0.676 0.39
H -2.513 -2.791 -0.426 0.41
H -3.833 -0.631 -0.222 0.32
H -3.270 1.972 -1.090 0.30
```

The value obtained for the orbital gap (alpha / beta) is 7.01 / 7.02 eV. As for the SMILES: Cc1ccnc2c1[N+]#CN(C)C2. The net charge is +1. For the LUMO energy (alpha / beta), the calculation gives -5.87 / -5.86 eV. The value obtained for the energy above the lowest of the compared OMol25 structures with the same formula, charge and spin is 90.91 kcal per mole.

Formula: C6H2N2O4
Source: the OMol25 dataset
Level of theory: ωB97M-V/def2-TZVPD

The geometry in XYZ format:
```
14
Properties=species:S:1:pos:R:3:mulliken_charge:R:1
O -1.201 2.399 0.393 -0.48
O -2.973 -1.457 1.065 -0.52
O -0.738 1.782 -1.684 -0.48
O -2.940 0.086 -0.382 -0.46
N -2.392 -0.811 0.260 0.86
N -0.574 1.779 -0.471 0.82
C 2.268 -0.929 0.265 -0.23
C 0.021 -1.615 -0.168 0.48
C 0.516 0.974 0.002 -0.17
C -1.099 -1.120 -0.089 0.38
C 1.393 -1.868 0.024 -0.79
C 1.732 0.523 0.106 -0.07
H 3.329 -0.917 0.457 0.36
H 2.658 1.174 0.223 0.28
```

The value obtained for the orbital gap (alpha / beta) is 7.09 / 8.08 eV. The net charge is 0. For the LUMO energy (alpha / beta), the calculation gives -2.65 / -2.16 eV. The value obtained for the energy above the lowest of the compared OMol25 structures with the same formula, charge and spin is 100.07 kcal per mole.